(1)
6 unconnected molecules or ions with the total composition C28H39F15N2O13 in a non-equilibrium geometry, computed with wB97M-V/def2-TZVPD.

```
97
Properties=species:S:1:pos:R:3:forces:R:3
C 0.8087 2.9451 2.1804 0.17 0.29 -0.16
C 0.3430 2.3596 0.8668 -0.12 0.15 -0.31
O 1.0352 1.5197 0.3396 0.09 -0.20 0.04
N -0.9042 2.6692 0.2720 -0.20 -0.11 1.07
C -1.7029 1.4331 0.1661 0.09 -0.04 -0.35
C -1.7003 3.8350 0.6781 0.16 -0.20 -0.93
C -0.8971 5.1584 0.7648 0.17 -0.05 0.20
N 0.0390 5.2949 -0.3369 -0.01 0.06 -0.03
C -2.8027 4.0941 -0.3730 -0.45 0.13 0.02
C -4.1013 4.2106 0.4430 0.12 0.35 -0.08
O -3.7218 4.1742 1.8303 -0.27 -0.37 0.13
C -2.4988 3.6291 1.9665 0.03 0.12 -0.29
O -2.1341 3.0802 2.9601 0.06 0.04 0.39
H 1.8048 3.3573 2.0285 0.08 -0.01 0.02
H 0.1685 3.6808 2.6395 -0.11 -0.06 0.05
H 0.8976 2.1056 2.8662 0.01 -0.06 0.02
H -2.0407 1.0661 1.1386 -0.02 0.07 0.09
H -2.5715 1.5864 -0.4615 -0.08 -0.02 -0.03
H -1.0975 0.6652 -0.2979 0.07 -0.04 -0.04
H -0.3353 5.2194 1.6893 -0.01 0.01 0.10
H -1.6436 5.9585 0.7970 0.01 0.04 0.11
H 0.8678 5.7917 -0.0480 0.02 0.04 0.00
H -0.3552 5.7905 -1.1243 -0.03 -0.07 -0.04
H -2.8663 3.3243 -1.1315 0.02 -0.10 0.02
H -2.6487 5.0297 -0.9002 0.24 0.02 -0.02
H -4.6096 5.1570 0.2876 -0.04 0.05 -0.04
H -4.8088 3.4071 0.2479 0.05 -0.14 0.09
C -5.2289 -3.5647 0.9361 -0.06 0.11 -0.01
C -4.7585 -3.4647 -0.4961 0.06 -0.14 0.02
O -5.3308 -2.3018 -1.1535 0.04 0.03 0.04
C -4.6994 -1.1655 -0.9269 -0.08 -0.01 -0.09
O -3.7318 -0.9909 -0.2469 -0.02 0.11 0.01
C -5.3728 -0.0275 -1.7343 0.07 -0.08 0.10
F -6.7025 -0.0770 -1.6465 -0.03 0.01 -0.01
F -5.0310 -0.1245 -3.0241 -0.01 0.01 -0.03
F -4.9702 1.1629 -1.2857 0.02 0.03 0.00
H -6.3178 -3.5881 0.9808 0.00 -0.05 0.00
H -4.8415 -4.4807 1.3823 0.00 -0.01 0.00
H -4.8761 -2.7176 1.5232 0.04 -0.02 0.00
H -5.0958 -4.3100 -1.0899 -0.05 0.05 -0.04
H -3.6757 -3.3984 -0.5660 -0.02 0.07 0.01
C 0.4952 -3.7749 2.9885 -0.24 0.09 -0.01
C 0.9803 -4.9654 2.1972 0.28 0.02 0.12
O -0.1455 -5.7264 1.6843 0.00 0.01 -0.04
C -0.6625 -5.2848 0.5548 -0.13 -0.09 -0.03
O -0.2939 -4.3700 -0.1198 0.04 0.04 0.02
C -1.8818 -6.1510 0.1491 0.19 0.19 0.06
F -2.6895 -6.3858 1.1877 -0.05 -0.02 0.01
F -1.4827 -7.3254 -0.3471 -0.01 -0.03 -0.01
F -2.5808 -5.5091 -0.7858 -0.06 -0.19 -0.07
H -0.1643 -4.1016 3.7930 0.04 0.00 0.03
H 1.3341 -3.2353 3.4249 -0.07 -0.06 -0.06
H -0.0581 -3.0828 2.3534 0.03 -0.01 -0.04
H 1.5269 -5.6713 2.8183 -0.09 -0.02 -0.01
H 1.6144 -4.6717 1.3622 -0.05 0.01 -0.03
C -6.3838 6.4746 -5.4601 0.09 -0.04 0.07
C -6.6368 7.6752 -4.5789 -0.13 0.05 -0.11
O -5.8161 7.6265 -3.3842 0.00 0.01 -0.01
C -4.5762 8.0600 -3.5155 0.08 0.00 0.13
O -4.0447 8.4929 -4.4933 -0.03 -0.01 -0.05
C -3.8500 7.9756 -2.1498 -0.06 -0.01 -0.15
F -4.0943 6.8085 -1.5369 -0.03 0.04 0.01
F -4.2683 8.9606 -1.3493 0.00 0.01 0.04
F -2.5371 8.0883 -2.3122 0.04 0.01 0.02
H -6.5509 5.5513 -4.9055 -0.04 0.00 -0.02
H -7.0647 6.4973 -6.3105 -0.01 0.00 0.00
H -5.3620 6.4751 -5.8371 -0.01 0.03 -0.02
H -7.6562 7.6918 -4.2019 0.02 -0.03 0.04
H -6.4392 8.6102 -5.1008 0.06 -0.01 0.02
C 7.6934 -6.2504 1.9438 -0.05 -0.06 0.17
C 6.6176 -5.2365 1.6395 0.14 0.10 -0.28
O 5.4827 -5.3673 2.5314 0.01 -0.01 0.02
C 5.6021 -4.7839 3.7102 -0.14 0.02 0.08
O 6.5372 -4.1824 4.1457 0.05 -0.03 -0.02
C 4.2659 -4.9121 4.4824 0.22 -0.02 -0.14
F 3.7552 -6.1440 4.3996 -0.03 -0.03 0.03
F 3.3785 -4.0616 3.9356 0.04 0.00 0.10
F 4.4213 -4.5996 5.7582 -0.03 0.02 0.04
H 7.2906 -7.2627 1.9085 0.01 0.00 -0.06
H 8.4881 -6.1625 1.2036 0.00 0.00 -0.01
H 8.1210 -6.0840 2.9318 0.02 0.04 -0.02
H 6.1982 -5.3904 0.6477 -0.06 -0.03 0.03
H 6.9952 -4.2164 1.6996 0.00 0.00 0.08
C 5.2532 -1.7126 -1.1964 0.06 -0.09 -0.02
C 6.5015 -0.9594 -0.8013 -0.12 0.15 0.03
O 7.6509 -1.8437 -0.7480 0.01 -0.01 -0.01
C 8.2489 -2.0915 -1.9003 0.12 -0.07 0.03
O 7.9637 -1.6736 -2.9820 -0.04 0.02 -0.01
C 9.4680 -3.0191 -1.6626 -0.21 0.15 -0.01
F 9.1543 -4.0157 -0.8249 0.03 -0.11 0.04
F 10.4711 -2.3193 -1.1201 0.04 -0.01 0.02
F 9.8854 -3.5443 -2.8052 0.04 -0.03 -0.02
H 5.0766 -2.5448 -0.5141 -0.03 0.02 0.02
H 4.3940 -1.0438 -1.1545 -0.01 0.01 0.01
H 5.3369 -2.1036 -2.2096 0.00 0.03 -0.01
H 6.4272 -0.5569 0.2058 0.02 -0.04 0.02
H 6.7185 -0.1449 -1.4904 0.03 -0.04 -0.04
```
Forces are in eV/Å.

Values from the calculation:
LUMO energy, hartree: 0.0168
Energy relative to the best compared isomer or geometry (same formula, charge and spin), kcal per mole: 0.0
Frontier orbital gap, eV: 9.2955
M, g/mol: 896.59

Atom charges from the Löwdin analysis, given in e for atoms 1 to 4: 0.01, -0.47, 0.07, -0.02

(2)
A molecular structure, C28H39O5RuSi in a non-equilibrium geometry, computed with wB97M-V/def2-TZVPD.

```
74
Properties=species:S:1:pos:R:3:forces:R:3
C 0.2175 -0.2135 -5.2098 -0.08 -0.71 -1.28
C -0.1587 -0.8058 -3.8395 0.45 0.19 -0.28
C 0.0670 1.3109 -5.0709 0.21 -0.19 0.24
C -1.0570 1.4682 -4.0434 -0.77 -0.08 0.83
H -0.1715 1.7473 -6.0462 0.05 -0.09 0.21
H 1.0173 1.7194 -4.7143 -0.13 0.02 -0.08
C -1.3222 0.0635 -3.3959 -0.22 0.12 -0.49
H 0.7070 -0.6844 -3.1744 -0.08 -0.07 -0.01
H -0.4126 -1.8708 -3.9112 0.19 0.37 0.07
C -1.4880 0.3141 -1.9002 0.06 0.21 0.36
H -2.2447 -0.3688 -3.8150 0.21 0.21 0.15
H -1.9796 1.7857 -4.5562 0.25 0.06 0.27
C -0.8310 2.3825 -2.7980 0.23 0.15 -0.29
C 1.5361 -0.7304 -5.7257 -1.10 1.40 1.30
C -0.6555 -0.7454 -6.3553 -0.05 0.58 2.23
O -0.9156 -0.1554 -7.3869 -0.42 0.50 -1.32
O 2.3905 -1.2787 -5.0442 0.96 -1.17 0.60
O 1.6419 -0.5912 -7.0602 1.52 -0.02 -1.45
O -1.0514 -2.0113 -6.0858 -0.53 -1.90 -0.13
C -0.6473 -3.1022 -6.9431 -0.28 0.69 0.28
H -0.2912 -3.8872 -6.2733 0.00 -0.10 -0.15
H 0.1507 -2.8065 -7.6314 -0.15 0.06 0.08
H -1.5302 -3.4339 -7.4940 0.18 -0.15 -0.13
C 2.9439 -0.9140 -7.5389 -0.38 0.05 0.12
H 3.7045 -0.3654 -6.9669 -0.02 -0.16 -0.17
H 2.9411 -0.6135 -8.5845 0.11 -0.04 -0.05
H 3.1277 -1.9925 -7.4419 0.10 0.25 -0.05
O -1.4658 1.7329 -1.6594 -0.15 -0.08 -1.03
H -0.6798 -0.1362 -1.2965 -0.13 -0.09 -0.26
H -2.4500 -0.0789 -1.5384 0.21 0.20 0.04
C -1.4898 3.7391 -3.0211 -0.09 0.04 0.22
C 0.6500 2.5858 -2.4485 -0.04 0.04 0.19
H 1.1501 3.2095 -3.1996 -0.03 -0.23 0.14
H 1.1790 1.6281 -2.3562 -0.07 0.18 -0.13
H 0.7200 3.1017 -1.4813 -0.09 -0.09 -0.16
H -1.3568 4.3801 -2.1437 -0.05 -0.01 -0.06
H -2.5621 3.6202 -3.2154 0.19 -0.01 0.07
H -1.0351 4.2393 -3.8858 -0.06 -0.14 0.14
Ru -0.1808 -0.4069 2.7582 1.35 1.81 0.68
C -2.0969 -0.2039 3.7054 -0.21 -0.54 -0.41
C -2.3532 0.1203 2.3355 -0.12 -0.13 -0.46
C -1.9601 -0.9982 1.5250 -0.55 -0.51 0.42
H -2.7556 1.0619 1.9642 0.24 -0.32 0.08
C -1.5386 -2.0585 2.4070 -1.46 -0.26 0.13
C -1.6073 -1.5662 3.7610 -1.06 -0.60 -0.55
H -1.3466 -2.1015 4.6617 -0.04 0.01 -0.07
H -2.2067 0.4572 4.5588 0.01 -0.19 -0.19
H -2.0058 -1.0614 0.4416 -0.02 0.08 0.34
H -1.2336 -3.0624 2.1199 -0.04 0.34 -0.01
C 2.2075 0.8493 2.8818 1.30 0.01 -0.47
C 2.0477 -0.1776 3.9921 0.43 -0.13 0.03
C 1.6491 -1.4137 3.1855 -0.22 0.04 -0.73
H 2.8614 -0.2741 4.7250 0.46 0.08 -0.42
C 1.6490 -1.1222 1.7925 0.75 -0.48 0.28
C 2.0674 0.2691 1.6366 -0.31 0.06 0.55
H 2.2748 0.7083 0.6534 -0.45 0.08 0.58
H 2.4274 1.8948 3.0981 -0.01 -0.36 -0.19
H 1.4512 -2.3866 3.6300 0.33 0.21 -0.05
H 1.5148 -1.8452 0.9862 0.22 0.33 0.27
C -1.5655 0.9512 8.2588 -0.11 0.16 0.14
Si 0.0074 0.1273 7.6658 0.13 -0.16 -1.15
C 1.5524 0.9524 8.3570 0.06 0.13 0.07
C -0.0146 -1.6799 8.1736 0.00 -0.10 0.07
C 0.1240 0.1323 5.7946 1.09 0.13 0.22
C 0.7819 0.0514 4.7084 -1.73 0.38 0.90
H -1.5862 0.9557 9.3580 -0.04 0.02 -0.19
H -2.4529 0.4052 7.9087 0.23 0.10 0.05
H -1.6518 1.9912 7.9150 0.06 -0.24 0.06
H 1.5598 0.9463 9.4560 0.00 0.01 -0.18
H 2.4474 0.4149 8.0092 -0.25 0.13 0.07
H 1.6366 1.9958 8.0185 -0.04 -0.28 0.09
H -0.9094 -2.1784 7.7776 0.17 0.08 0.10
H 0.8652 -2.1955 7.7658 -0.17 0.10 0.10
H -0.0080 -1.7948 9.2660 -0.02 -0.01 -0.19
```
Forces are in eV/Å.

Values from the calculation:
LUMO energy (spin up / spin down), hartree: 0.0773 / 0.0337
Frontier orbital gap (spin up / spin down), eV: 1.7795 / 6.2337
2S+1: 5
M, g/mol: 584.77
Net charge: -1

Atom charges from the Löwdin analysis, given in e for atoms 1 to 4: -0.29, -0.07, -0.05, -0.16

(3)
A molecular structure, C28H40B2BeF5LiMg2NO10P in a non-equilibrium geometry, computed with wB97M-V/def2-TZVPD.

```
91
Properties=species:S:1:pos:R:3:forces:R:3
C -0.9167 -1.2893 5.8536 0.95 -0.75 0.63
C 0.3892 -0.5112 5.4760 0.84 -0.12 0.37
P 0.0923 0.4427 3.9659 -0.91 -2.12 0.69
C 1.0218 -0.1281 2.5058 1.69 1.66 0.02
C 1.0072 0.9472 1.3503 -0.80 -0.27 0.42
B -1.8159 0.6725 3.6463 -1.67 1.85 -1.76
C -2.0423 1.9937 2.7080 0.36 -0.30 0.37
C -1.3560 3.2357 3.3080 -1.83 0.36 -0.79
C -1.9799 3.4920 4.6962 1.12 1.08 0.01
C -0.7990 3.5911 5.7084 -1.36 -0.83 -0.38
N -0.5268 2.2557 6.2127 0.61 1.75 -0.87
O -2.4135 -0.5011 2.8998 -1.76 -0.11 0.39
C -3.3724 -1.1627 3.6801 1.23 -1.39 0.75
O -3.1006 -2.2517 4.0944 -0.17 -0.10 -0.20
C -4.7464 -0.6229 3.9758 -0.11 0.80 -0.43
C -5.5115 -1.2702 4.9445 0.04 -0.70 0.54
C -6.7764 -0.8235 5.2674 -0.90 0.37 0.35
C -7.3522 0.2868 4.6455 0.63 -0.03 -0.20
C -6.6020 0.9262 3.6672 -0.64 0.33 -0.22
C -5.3372 0.4717 3.3377 0.56 0.11 -0.53
H -1.0501 -2.2009 5.2573 -0.01 0.52 -0.09
H -0.7751 -1.6599 6.9279 0.07 0.70 -1.42
H -1.8111 -0.6740 5.8761 0.38 -0.15 -0.01
H 0.6439 0.1843 6.2856 -0.10 -0.33 -0.34
H 1.2396 -1.1984 5.3585 -0.21 0.20 -0.11
H 0.7467 -1.1339 2.1485 -0.40 0.22 0.37
H 2.0795 -0.1908 2.8250 -0.38 -0.32 0.12
H 1.9446 0.9500 0.7889 -0.27 -0.28 0.06
H 0.1614 0.7191 0.6936 0.36 0.21 -0.12
H 0.8647 1.9648 1.7471 0.06 -0.32 -0.09
H -2.3866 0.8459 4.6831 0.41 -0.32 0.22
H -1.8363 1.8607 1.6342 0.20 -0.06 0.28
H -3.1348 2.1618 2.7846 0.40 0.22 -0.14
H -0.2512 3.2271 3.3472 -0.17 -0.46 0.03
H -1.6129 4.0881 2.6554 0.40 -0.15 0.22
H -2.5425 4.4461 4.7152 0.29 -0.26 -0.17
H -2.7141 2.7089 4.9295 0.44 0.23 0.33
H 0.0861 3.9859 5.1984 -0.22 0.33 0.45
H -1.1466 4.3041 6.5224 1.01 -0.37 -0.36
H 0.1980 2.3509 6.9213 0.07 -0.56 -0.08
H -1.3782 1.8787 6.6468 0.42 -0.45 -0.01
H -5.1464 -2.1514 5.4731 0.24 0.27 -0.32
H -7.3722 -1.3214 6.0335 0.33 -0.11 -0.20
H -8.3443 0.6509 4.9028 0.21 -0.18 -0.01
H -7.0202 1.7823 3.1368 0.16 -0.22 0.12
H -4.8176 1.0219 2.5438 0.03 0.03 0.34
Mg -2.7750 4.6647 7.6166 -0.79 0.17 0.59
B -0.3416 -0.8996 -1.9276 -0.92 -0.19 0.66
O 0.9836 -0.2334 -1.7802 -0.01 -0.15 -0.54
C 1.6297 -0.3618 -2.9244 0.64 0.63 0.80
O 2.7322 0.0623 -3.1515 0.14 -0.16 -0.14
C 0.7544 -1.1282 -3.8986 -0.89 -0.47 -0.60
O 1.0446 -1.4150 -5.0324 0.23 0.09 0.26
O -0.3756 -1.4351 -3.3130 0.50 0.21 0.13
F -1.3837 0.0184 -1.7524 0.24 -0.09 0.19
F -0.4581 -1.9377 -0.9974 0.05 0.27 -0.05
Li -3.9760 -0.6026 1.5674 0.48 0.07 -0.37
F 1.1729 -5.3629 -9.6601 0.00 -0.04 0.00
C 1.6196 -4.1292 -9.3649 0.12 0.30 0.05
C 2.4724 -3.4917 -10.2451 0.09 -0.10 -0.22
C 2.9295 -2.2153 -9.9418 -0.08 -0.04 0.17
C 2.5378 -1.5985 -8.7611 0.11 0.04 0.03
C 1.6818 -2.2550 -7.8822 0.14 0.03 -0.09
C 1.2147 -3.5283 -8.1888 -0.07 -0.14 0.19
H 2.7727 -3.9916 -11.1568 -0.05 -0.01 0.01
H 3.5915 -1.7029 -10.6276 -0.02 -0.03 -0.02
H 2.8981 -0.6044 -8.5250 -0.06 0.01 -0.02
H 1.3790 -1.7781 -6.9592 -0.03 -0.07 -0.30
H 0.5406 -4.0524 -7.5225 -0.03 0.00 -0.04
F -2.1342 0.9494 7.6819 -2.17 -0.35 1.67
C 4.5645 -3.2978 -4.3408 3.60 0.64 -0.41
C 2.9524 -3.5010 -4.1837 -2.96 -0.76 -0.65
O 2.6662 -3.2853 -2.9660 0.38 -0.05 -0.28
H 5.1145 -4.0020 -3.7104 -0.51 -0.16 0.23
H 4.8436 -3.4782 -5.3882 -0.58 -0.11 -0.12
H 4.8436 -2.2690 -4.0741 -1.16 0.23 0.23
H 2.7544 -4.5117 -4.5964 0.79 -0.50 0.69
H 2.5159 -2.8339 -4.9563 0.61 1.09 0.31
Be 6.8216 -2.2040 -4.1791 -0.27 -0.35 -0.17
C 5.3168 3.5428 -4.9864 0.19 0.21 0.14
C 4.0924 2.8676 -4.4186 -0.03 -0.08 0.41
O 3.2409 2.7474 -5.5563 0.31 0.10 -0.10
C 4.0292 2.7652 -6.6628 -0.10 0.00 -0.07
O 3.6546 2.5170 -7.7577 0.00 -0.09 -0.13
O 5.3101 3.1023 -6.3444 -0.22 -0.10 0.12
H 6.2349 3.2422 -4.4855 0.06 -0.05 -0.19
H 5.2438 4.6321 -4.9656 -0.03 -0.02 -0.04
H 4.3042 1.8690 -4.0318 -0.05 0.00 -0.01
H 3.6154 3.4546 -3.6367 -0.18 -0.03 -0.12
F -2.2889 -1.7859 7.8063 -2.66 1.44 2.25
Mg -3.4726 -0.0340 8.7498 3.59 -1.38 -2.70
```
Forces are in eV/Å.

Values from the calculation:
LUMO energy, hartree: -0.3207
Frontier orbital gap, eV: 2.6197
M, g/mol: 762.78
Net charge: +2

Atom charges from the Löwdin analysis, given in e for atoms 1 to 4: -0.14, -0.34, 1.38, -0.31